No. 1
2 unconnected molecules or ions with the total composition C2H6OS2 at a distorted geometry. Source: OMol25; level of theory: ωB97M-V with the def2-TZVPD basis set.

```
11
Properties=species:S:1:pos:R:3
C -2.9198 1.2215 -0.3873
C -1.7783 1.9133 -0.2893
O -1.6083 3.2214 -0.0139
H -2.7377 0.0952 -0.3786
H -3.6821 1.5141 0.2072
H -0.7489 1.3474 -0.4637
H -2.2433 3.4361 0.6604
S 2.0117 -2.2982 0.5033
S 1.0122 -0.6553 -0.2908
H 1.7905 -2.2152 1.8543
H 0.2947 -1.5020 -1.1084
```

Output
2S+1	1
HOMO-LUMO gap	9.405	eV
HOMO level	-9.2	eV

No. 2
3 unconnected molecules or ions with the total composition C29H58Br3F4O15PS at a distorted geometry. Source: OMol25; level of theory: ωB97M-V with the def2-TZVPD basis set.

```
111
Properties=species:S:1:pos:R:3
O -7.7248 -7.0251 1.8444
S -6.4475 -6.2563 1.8923
O -6.3013 -5.3525 3.0639
O -5.2362 -7.4166 2.0395
C -6.1138 -5.4238 0.2718
C -6.7726 -3.9874 0.1507
C -6.3306 -3.1514 -1.1246
C -4.8085 -3.3029 -1.5338
O -4.2043 -2.0935 -2.0355
C -2.8285 -2.2595 -2.2931
F -2.5322 -2.4557 -3.6699
C -1.9730 -0.9744 -1.8471
C -2.2408 0.1403 -2.9880
C -1.0553 0.2731 -4.0376
O -1.4048 -0.2719 -5.3379
O -2.4616 -0.4344 -0.6261
C -1.4753 -0.2802 0.3906
C -0.7734 -1.6772 0.8120
C -1.7957 -2.8798 0.9680
O -1.2345 -4.1712 0.5976
C -0.2400 0.6513 -0.0736
C 0.9063 0.7968 1.0172
O 2.1430 0.2582 0.5113
C -2.0204 0.3834 1.7397
C -3.5902 0.5066 1.8638
C -4.2952 -0.5363 2.8164
F -4.3095 -1.8559 2.3366
Br -6.2305 0.0131 2.8503
C -3.8253 -0.5137 4.3309
F -2.6057 -1.1373 4.5608
F -4.7679 -1.2813 5.0491
Br -3.9265 1.2909 5.1752
P -4.7490 -4.7788 -2.7648
O -3.1720 -5.4742 -2.6803
Br -5.1356 -3.9766 -4.8677
H -4.3894 -6.9692 2.2479
H -6.5693 -6.0754 -0.5363
H -4.9985 -5.4589 0.1186
H -7.8926 -4.1654 0.0381
H -6.6798 -3.3727 1.1046
H -6.6185 -2.0602 -1.0061
H -6.9413 -3.5349 -2.0103
H -4.2355 -3.6379 -0.6167
H -2.4533 -3.1128 -1.6521
H -0.8958 -1.2937 -1.8640
H -3.2481 -0.0438 -3.4678
H -2.3318 1.1460 -2.4619
H -0.1022 -0.1670 -3.6238
H -0.8992 1.3852 -4.2215
H -1.0961 -1.1937 -5.3491
H -0.1662 -1.5985 1.7542
H -0.0392 -1.9820 -0.0085
H -2.0292 -2.9709 2.0807
H -2.7848 -2.6801 0.4660
H -1.7343 -4.4703 -0.1863
H 0.2644 0.2654 -1.0109
H -0.6756 1.6661 -0.3617
H 1.0409 1.9163 1.1902
H 0.6818 0.3375 2.0191
H 2.4054 -0.4918 1.0686
H -1.6110 1.4466 1.7895
H -1.5124 -0.1589 2.5938
H -4.1660 0.5057 0.8956
H -3.8020 1.5264 2.3259
H -2.5094 -4.8586 -3.0527
C -0.4031 7.2992 4.1303
O 0.2835 7.2222 2.8976
C 0.7042 8.5021 2.4399
C 1.7732 8.3567 1.3666
O 3.0722 8.1161 1.9047
C 3.3053 6.7976 2.3937
C 3.4996 5.7769 1.2803
O 2.2362 5.3488 0.7803
C 2.3546 4.7071 -0.4728
H -1.2920 7.9315 4.0403
H -0.7119 6.2918 4.4111
H 0.2592 7.6883 4.9112
H 1.0998 9.0909 3.2747
H -0.1712 9.0106 2.0175
H 1.8519 9.3118 0.8401
H 1.5061 7.6021 0.6250
H 2.5288 6.4895 3.0952
H 4.2416 6.8606 2.9549
H 4.0152 4.8950 1.6776
H 4.0944 6.2199 0.4747
H 2.7480 5.4008 -1.2235
H 1.3609 4.3873 -0.7891
H 3.0035 3.8285 -0.3970
C 9.4663 -2.3512 -3.0179
O 8.1122 -2.2450 -2.6279
C 7.7701 -3.1914 -1.6229
C 6.4713 -2.7915 -0.9383
O 6.6549 -1.7892 0.0603
C 6.8720 -0.4654 -0.4239
C 5.6020 0.1897 -0.9499
O 5.3464 -0.2374 -2.2857
C 4.0166 0.0304 -2.6820
H 9.6791 -3.3498 -3.4122
H 9.6537 -1.6144 -3.7994
H 10.1247 -2.1318 -2.1704
H 8.5716 -3.2597 -0.8791
H 7.6413 -4.1656 -2.1107
H 6.0917 -3.6659 -0.4024
H 5.7051 -2.4977 -1.6575
H 7.6776 -0.4367 -1.1588
H 7.2068 0.1073 0.4454
H 5.7308 1.2781 -0.9696
H 4.7585 -0.0697 -0.3020
H 3.3112 -0.5260 -2.0555
H 3.8940 -0.2992 -3.7144
H 3.8040 1.1027 -2.6237
```

Output
2S+1	1
HOMO-LUMO gap	9.228	eV
HOMO level	-9.4	eV

No. 3
2 unconnected molecules or ions with the total composition CH2O2S at a distorted geometry. Source: OMol25; level of theory: ωB97M-V with the def2-TZVPD basis set.

```
6
Properties=species:S:1:pos:R:3
C 1.5472 0.0597 0.0208
O 0.4197 -0.2615 0.2482
H 2.2406 -0.3691 -0.7503
H 2.1877 0.8693 0.5269
O -3.0242 0.4704 -0.3623
S -3.3711 -0.7688 0.3167
```

Output
2S+1	1
HOMO-LUMO gap (spin up / spin down)	7.765 / 7.795	eV
HOMO level (spin up / spin down)	-8.9 / -9.0	eV